Record 1
Below is C5H11N3 as an isolated structure in a non-equilibrium geometry, with properties calculated with the ωB97M-V functional and the def2-TZVPD basis.

## Properties
**HOMO level**: -0.233 Eh
**LUMO**: 0.83 eV
**Kohn-Sham gap**: 0.26360 Ha

```
19
Properties=species:S:1:pos:R:3:forces:R:3
C -2.156 -0.140 -0.497 0.0 0.3 0.1
C -0.535 2.040 0.711 0.0 0.0 -0.2
N 1.181 0.264 0.779 0.4 -0.1 0.6
C -0.088 0.627 0.501 -0.4 -0.7 -0.5
C 1.604 -1.021 0.281 -1.1 0.1 -0.7
N 2.527 -0.814 -0.794 0.2 0.0 -0.2
C 0.430 -1.791 0.102 1.3 -0.3 0.8
N -0.843 -0.344 0.064 -0.2 0.8 0.2
H 1.876 0.973 0.955 -0.1 -0.1 0.1
H 2.135 -0.395 -1.640 0.0 -0.1 0.1
H 3.049 -1.645 -1.028 0.0 0.1 0.0
H -2.630 -1.112 -0.631 0.0 0.1 0.0
H -2.121 0.367 -1.468 -0.1 0.0 0.0
H -2.794 0.452 0.172 0.0 0.0 -0.1
H -1.421 2.079 1.349 0.1 0.0 0.0
H 0.252 2.639 1.169 0.0 0.0 0.0
H -0.801 2.489 -0.250 0.0 0.0 0.1
H -0.072 -2.199 0.971 -0.1 0.2 0.0
H 0.407 -2.469 -0.746 0.0 0.0 -0.2
```
Positions in Å, forces in eV/Å.

***

Record 2
Below is one molecule with the formula C5H7NO in a non-equilibrium geometry, with properties calculated with the ωB97M-V functional and the def2-TZVPD basis.

## Properties
**HOMO level**: -0.370 Eh
**LUMO**: 0.66 eV
**Kohn-Sham gap**: 0.39419 Ha

```
14
Properties=species:S:1:pos:R:3:forces:R:3
C -0.862 -0.488 1.269 0.0 0.1 0.0
C -0.577 0.053 -0.136 0.3 0.0 0.2
O -1.678 -0.125 -0.980 0.0 0.0 -0.3
C 0.357 1.166 -0.557 0.0 0.1 0.2
C 0.782 -0.275 -0.735 0.2 -0.2 -0.2
C 1.822 -0.741 0.144 0.7 -0.3 0.6
N 2.637 -1.054 0.905 -0.7 0.2 -0.7
H -1.932 -0.701 1.356 0.2 0.2 -0.1
H -0.573 0.186 2.078 0.0 0.0 -0.2
H -0.331 -1.436 1.432 -0.1 0.3 -0.1
H -1.746 0.675 -1.512 -0.2 -0.2 0.0
H 0.881 1.794 0.156 -0.1 -0.3 0.1
H 0.193 1.667 -1.513 -0.4 -0.1 0.4
H 0.770 -0.681 -1.739 0.1 0.0 0.1
```
Positions in Å, forces in eV/Å.

***

Record 3
Below is C16H31NNiOP2 as an isolated structure in a non-equilibrium geometry, with properties calculated with the ωB97M-V functional and the def2-TZVPD basis.

## Properties
**Spin multiplicity**: 3
**HOMO level (alpha / beta)**: -0.253 / -0.303 Eh
**LUMO (alpha / beta)**: 0.36 / -0.16 eV
**Kohn-Sham gap (alpha / beta)**: 0.26618 / 0.29693 Ha
**<S²>**: 2.0073

```
52
Properties=species:S:1:pos:R:3:forces:R:3
P -0.102 -1.558 -5.646 -0.4 0.3 -1.4
P 0.183 1.767 -5.595 -0.1 0.2 -0.8
C -0.361 -0.525 -7.186 0.1 -0.4 0.0
C 0.389 0.810 -7.172 -0.1 0.4 0.0
H -1.445 -0.377 -7.300 0.2 0.1 0.0
H -0.007 -1.143 -8.024 -0.3 0.2 -0.1
H 1.469 0.673 -7.329 -0.3 -0.1 0.0
H 0.002 1.473 -7.961 0.3 -0.2 -0.1
C -1.482 2.464 -5.959 0.1 0.2 -0.1
H -1.742 3.194 -5.181 -0.1 -0.2 -0.2
H -2.250 1.677 -5.989 0.2 0.3 0.0
H -1.419 2.963 -6.935 -0.3 0.0 0.2
C 1.206 3.222 -5.981 -0.1 0.2 -0.3
H 0.797 3.696 -6.884 0.4 0.1 0.2
H 2.243 2.904 -6.153 -0.2 0.2 0.1
H 1.165 3.919 -5.135 0.1 -0.1 -0.3
C -1.058 -3.021 -6.172 0.1 -0.1 -0.2
H -0.972 -3.794 -5.399 -0.1 0.0 -0.2
H -0.648 -3.386 -7.124 -0.3 -0.2 0.2
H -2.112 -2.739 -6.297 0.2 -0.2 0.0
C 1.577 -2.150 -6.117 0.0 -0.1 0.1
H 2.303 -1.324 -6.133 -0.2 -0.3 0.0
H 1.505 -2.596 -7.118 0.2 0.0 0.2
H 1.904 -2.910 -5.396 0.1 0.2 -0.2
Ni 0.057 -0.449 -0.698 -0.1 0.5 -0.2
C 0.661 1.628 -1.905 -1.0 0.2 0.2
C -0.691 1.420 -1.954 0.6 0.9 0.2
C -1.547 0.787 -3.015 -0.5 -0.3 -1.0
C -1.859 -0.731 -2.959 -0.6 0.7 0.2
C -0.744 -1.655 -2.626 1.8 -0.2 0.4
C 0.619 -1.419 -2.683 -1.2 -0.8 0.2
C 1.254 -0.300 -3.429 -0.3 1.4 -0.4
C 1.749 0.939 -2.651 0.2 -0.9 -0.4
C 0.192 -2.027 0.339 0.1 -1.3 0.5
H 1.026 2.381 -1.198 -0.3 -0.5 0.1
H -1.281 1.971 -1.204 0.5 -0.2 -0.3
H -1.170 1.035 -4.026 -0.1 -0.3 1.0
H -2.523 1.298 -2.974 0.3 -0.2 0.1
H -2.624 -0.863 -2.176 0.1 -0.2 -0.2
H -2.362 -0.997 -3.905 0.2 -0.1 0.3
H -1.071 -2.616 -2.204 0.3 0.4 -0.1
H 1.281 -2.214 -2.314 -0.4 0.2 -0.1
H 0.476 0.103 -4.121 1.2 -0.6 0.8
H 2.092 -0.659 -4.044 -0.3 -0.1 0.3
H 2.526 0.633 -1.933 0.0 0.2 0.0
H 2.239 1.610 -3.376 -0.1 -0.1 0.3
H 1.095 -1.901 0.956 -0.2 -0.2 -0.1
H 0.242 -2.957 -0.242 0.0 0.0 0.3
H -0.680 -2.037 1.010 0.2 -0.1 -0.1
O -0.060 1.873 2.871 -0.1 -0.5 -0.8
C -0.042 1.256 1.841 0.2 0.0 0.0
N 0.001 0.652 0.812 -0.2 1.4 1.6
```
Positions in Å, forces in eV/Å.

***

Results for DFT total energy: -9831.0607; -8834.5961; -80249.4499 (in eV, following the order of the records).
Results for energy above the lowest of the compared OMol25 structures with the same formula, charge and spin: 2.846; 1.607; 0.000 (in eV, following the order of the records).